# 1
{
  "formula": "C16H23N3O4",
  "method": "ωB97M-V with the def2-TZVPD basis set",
  "species": ["H", "H", "H", "C", "C", "C", "H", "C", "O", "H", "C", "C", "C", "H", "H", "O", "O", "N", "N", "C", "H", "H", "H", "C", "H", "H", "H", "O", "C", "H", "H", "C", "H", "H", "H", "C", "H", "C", "H", "H", "N", "C", "C", "H", "C", "H"],
  "xyz": [[-3.11016, 0.29819, -2.45981], [2.11362, -5.35416, 2.57880], [1.41152, -0.59068, 1.62845], [-1.28154, 4.17977, -1.08587], [1.06078, -0.07462, -0.35677], [0.03596, 3.53698, -0.82279], [-1.00177, 5.13854, -1.49566], [3.24809, 2.20441, -1.72746], [1.15523, -0.55138, -1.51887], [3.32513, 1.02139, 0.03368], [1.19471, 1.41044, -0.15705], [0.21139, -2.12750, 0.67944], [-3.08816, 0.10365, -1.39614], [-0.34540, 1.69328, -1.55006], [-4.25707, 1.81703, -0.89971], [1.33550, -2.80738, 2.58844], [3.04247, 2.87626, 0.45585], [1.17142, -4.31875, 0.90648], [0.26209, 2.25592, -0.96367], [-3.68244, 0.99875, -0.58549], [-1.79463, 3.57915, -1.84954], [-1.72811, -2.94450, 0.51929], [1.05255, -4.49356, -0.10490], [-3.59623, 0.91218, 0.78039], [0.17778, -2.41821, -0.32523], [2.72895, 1.52267, -2.42889], [2.99452, 3.18270, -1.88059], [0.88392, 4.21429, -0.35552], [1.53087, -5.54388, 1.61840], [0.53711, -5.92093, 1.80664], [-4.02291, 1.75223, 1.41153], [-1.30910, -2.14338, 1.04359], [2.09736, -6.17314, 0.98020], [1.01930, 1.66771, 0.91701], [-1.93142, -1.75904, -1.49849], [-2.34318, -0.97375, -0.85390], [-1.86613, 4.17367, -0.10003], [0.99808, -3.17294, 1.48716], [2.64348, 3.68263, 0.11719], [-2.43423, -0.19007, 2.31085], [0.89779, -0.83980, 0.74620], [2.74857, 1.83463, -0.39485], [-2.15842, -1.06583, 0.51155], [-1.51327, -2.34607, 2.15672], [-2.74976, -0.15693, 1.27754], [4.33575, 1.91002, -1.74413]],
  "forces_ev_per_angstrom": [[-0.1, -0.5, -0.2], [-0.9, 0.0, -1.3], [-1.3, -0.3, -1.1], [-0.8, -1.4, -0.1], [0.2, -0.6, -3.3], [-1.3, 0.1, 0.3], [-0.6, 0.5, 0.3], [0.6, -4.5, -1.0], [-0.9, 0.9, 2.3], [0.0, -0.6, -0.1], [1.6, 2.4, 0.3], [0.1, 0.2, 0.4], [1.8, -2.0, -1.0], [-0.2, 0.2, 0.2], [-0.6, 1.0, -1.2], [0.7, -0.7, 1.4], [0.8, 0.8, 1.6], [1.3, -2.8, -1.8], [-0.6, -5.0, -1.0], [-0.9, 0.9, 1.9], [-0.4, 0.4, 0.3], [-0.2, -2.1, -0.5], [-0.2, 0.9, 1.1], [1.6, -0.9, 1.5], [0.5, -0.2, -1.8], [0.4, 0.5, -0.3], [-0.2, 2.6, -0.9], [3.1, 3.1, 1.8], [-0.1, 1.3, 1.6], [0.1, -1.1, 0.7], [0.6, -1.5, -0.6], [0.7, -0.1, 2.7], [0.4, -0.7, -0.5], [0.2, -0.2, -0.8], [0.0, 0.5, 0.0], [-0.8, 0.6, -1.6], [0.8, 0.3, -1.6], [-1.5, 3.6, -0.5], [-0.5, 0.1, 0.0], [-0.5, 0.2, 0.4], [0.0, -0.1, 1.7], [-1.1, -0.6, 2.0], [0.8, -0.3, -1.8], [0.5, 0.5, -1.5], [-1.8, 3.7, 2.2], [-1.0, 1.0, -0.2]],
  "mulliken_charge": [0.39, 0.27, 0.40, -1.04, -0.24, 0.66, 0.37, -1.22, -0.66, 0.54, 0.64, 0.15, -0.94, 0.17, 0.48, -0.67, -0.63, -0.23, -0.10, -0.22, 0.31, 0.41, 0.30, -0.85, 0.39, 0.28, 0.37, -0.63, -0.90, 0.35, 0.31, -1.38, 0.31, 0.14, 0.27, -0.02, 0.18, 0.25, 0.42, 0.36, -0.06, -0.15, 0.35, 0.42, 0.13, 0.31],
  "de_lowest_kcal_mol": 62.40,
  "e_tot_ha": -1088.67941,
  "smiles": "CNC(=O)[C@@H](Cc1ccccc1)NC(=O)[C@H](NC(C)=O)[C@@H](C)O",
  "e_homo_ev": -9.1,
  "e_lumo_ev": 0.47,
  "charge": 0,
  "orbital_gap_ev": 9.617
}

***

# 2
{
  "formula": "C16H23N3O4",
  "method": "ωB97M-V with the def2-TZVPD basis set",
  "species": ["H", "H", "H", "C", "C", "H", "C", "H", "O", "C", "H", "N", "C", "C", "C", "H", "C", "O", "N", "H", "H", "H", "H", "H", "H", "C", "H", "H", "H", "C", "H", "N", "C", "H", "C", "C", "H", "H", "H", "O", "H", "C", "C", "O", "C", "H"],
  "xyz": [[-5.21654, 2.26326, 0.82824], [-8.45872, -1.62736, -0.10510], [-6.18358, 1.24361, -1.22445], [2.98718, 1.33585, -0.02863], [-6.61582, 0.99282, -0.25292], [0.47394, 1.42353, -0.34385], [-6.28951, 2.11003, 0.74475], [-6.79230, -0.37822, 2.13396], [6.86612, -1.43637, 0.30478], [6.34476, -0.34757, 0.30149], [-3.92604, 1.03360, -1.09495], [-6.16256, -0.34566, 0.09396], [4.89404, -0.11392, 0.12947], [-3.94903, -0.05140, -0.97890], [-6.88529, -0.95792, 1.20014], [8.84105, 1.64736, 0.73760], [-1.54863, 0.33978, -0.66987], [7.03794, 0.79374, 0.45662], [-2.57602, -0.47990, -0.89065], [-4.41894, -0.50606, -1.85495], [-6.68780, 1.88128, 1.73043], [-6.42094, -1.93242, 1.37645], [2.55742, 2.32729, -0.02481], [-4.51031, -1.51318, 0.47906], [-8.92850, -0.26105, 0.91462], [2.69993, -1.05459, -0.20767], [-8.78492, -1.86712, 1.61565], [8.87561, 0.14812, -0.24274], [8.65117, 0.04388, 1.51407], [-4.72777, -0.45847, 0.27804], [4.50063, -2.20164, -0.04521], [0.79226, 0.45406, -0.36226], [4.05927, -1.21677, -0.04313], [-4.35587, 0.12415, 1.13811], [-8.35937, -1.18607, 0.88285], [-0.21846, -0.41787, -0.54549], [-2.36006, -1.46989, -0.90009], [2.05451, -1.90685, -0.34132], [-6.73931, 3.03848, 0.40297], [-0.16780, -1.63137, -0.60876], [4.98857, 2.02211, 0.26845], [4.34483, 1.16734, 0.13525], [8.43837, 0.64381, 0.62665], [-1.59049, 1.55658, -0.58119], [2.15406, 0.22853, -0.20121], [-7.69647, 0.93927, -0.38898]],
  "forces_ev_per_angstrom": [[0.1, 0.1, 0.1], [0.0, -0.1, -0.1], [-0.1, 0.0, 0.0], [-0.2, -0.1, 0.0], [0.0, 0.2, 0.0], [0.0, -0.3, 0.0], [-0.1, -0.3, -0.2], [0.0, -0.1, 0.0], [0.0, 0.1, 0.0], [0.2, -0.2, 0.0], [-0.1, -0.1, -0.1], [0.1, -0.2, 0.0], [-0.3, 0.0, 0.0], [-0.2, 0.2, 0.2], [-0.1, -0.1, -0.1], [0.0, 0.0, 0.0], [-0.1, 0.0, -0.1], [-0.4, 0.2, 0.0], [0.1, -0.4, 0.0], [0.0, 0.1, 0.0], [0.0, 0.0, 0.1], [0.0, 0.1, 0.1], [0.0, 0.1, 0.0], [0.0, 0.1, 0.0], [-0.1, 0.1, 0.0], [-0.2, -0.1, 0.0], [-0.1, 0.0, 0.1], [0.0, 0.1, 0.1], [0.0, 0.1, -0.1], [0.0, 0.0, -0.2], [0.0, -0.1, 0.0], [-0.3, 0.6, 0.0], [0.3, 0.3, 0.1], [0.1, -0.1, 0.0], [0.3, 0.1, 0.1], [0.1, -0.1, 0.0], [0.1, 0.2, 0.0], [0.0, 0.0, 0.0], [0.0, 0.1, 0.0], [0.1, 0.0, 0.0], [0.0, 0.1, 0.0], [0.1, -0.2, 0.0], [0.4, -0.2, 0.0], [-0.1, 0.1, 0.0], [0.5, -0.3, 0.0], [0.0, 0.0, -0.1]],
  "mulliken_charge": [0.25, 0.34, 0.35, -0.63, -0.72, 0.18, -1.00, 0.28, -0.61, 0.66, 0.34, 0.10, 0.10, -0.88, -0.40, 0.23, 0.45, -0.30, -0.02, 0.22, 0.27, 0.43, 0.36, 0.50, 0.32, -0.43, 0.42, 0.29, 0.29, -0.60, 0.44, -0.06, -0.83, 0.27, -1.37, 0.59, 0.27, 0.50, 0.40, -0.71, 0.44, -0.75, -0.65, -0.75, 1.00, 0.42],
  "de_lowest_kcal_mol": 6.46,
  "e_tot_ha": -1088.76855,
  "smiles": "CCN(CC)CCNC(=O)C(=O)Nc1ccc(C(=O)OC)cc1",
  "e_homo_ev": -8.6,
  "e_lumo_ev": 0.14,
  "charge": 0,
  "orbital_gap_ev": 8.786
}

***

> Look up the charge of the first one.

0